Record 1
Entry from the OMol25 dataset: a cluster of 5 separate species, C16H46N4O5 in total (ωB97M-V/def2-TZVPD).

Results
Structure (SMILES) = COC[C@H](C)N.COC[C@H](C)N.COC[C@H](C)N.COC[C@H](C)N.O
HOMO level = -9.3 eV
Net charge = 0
E_LUMO = 0.5 eV
Spin multiplicity = 1

Atoms and positions in Å:
O -4.244 6.135 -2.425
O 1.083 0.102 -1.235
O 3.759 -2.896 5.902
O 5.396 -2.162 -3.001
O -6.130 -1.158 4.080
N -3.194 2.923 -4.244
N 2.002 -1.535 3.908
N -5.618 -1.255 0.344
N 5.962 -2.163 -5.743
C -4.104 4.726 -2.707
C 8.301 -1.559 -5.448
C -7.414 -0.096 1.471
C -5.956 -0.734 1.661
C 7.052 -2.273 -4.805
C 3.430 0.486 3.964
C -3.474 4.380 -4.088
C -5.048 6.525 -1.371
C 3.811 -1.463 5.653
C 3.356 -1.007 4.240
C -5.930 -1.769 2.817
C -6.306 -2.086 5.139
C 4.505 -3.366 7.039
C 5.514 -3.486 -2.475
C 6.618 -1.684 -3.479
C -4.323 4.889 -5.230
H 8.012 -0.523 -5.622
H 4.823 -1.095 5.824
H -5.508 -2.824 5.215
H 1.115 -0.363 -0.399
H -6.744 -2.483 2.690
H 7.261 -3.343 -4.789
H 6.424 -3.660 -1.901
H -4.916 5.738 -0.627
H 4.403 0.946 3.792
H -2.532 4.927 -4.115
H 5.550 -3.204 6.773
H 3.217 -0.876 6.353
H 5.823 -1.191 -5.980
H 2.970 0.672 2.993
H -4.805 7.496 -0.940
H 9.195 -1.602 -4.826
H -4.898 4.074 -5.670
H -4.611 -1.201 0.288
H -5.022 -2.364 2.722
H -4.899 5.774 -4.959
H -7.785 0.301 2.416
H -7.437 0.647 0.674
H -3.723 5.367 -6.004
H -2.450 2.718 -3.593
H 3.960 -1.528 3.496
H -6.500 -1.580 6.085
H -7.211 -2.673 4.980
H -6.122 6.634 -1.517
H -5.264 0.100 1.778
H 4.645 -3.765 -1.880
H -2.722 2.833 -5.133
H -3.572 4.224 -1.899
H 5.632 -4.255 -3.239
H 7.349 -1.783 -2.676
H 2.945 1.178 4.653
H 1.909 -2.361 4.482
H 4.275 -4.419 7.204
H 1.194 -1.068 4.295
H 5.060 -2.351 -5.330
H -8.221 -0.779 1.205
H 8.600 -2.009 -6.395
H 6.431 -0.617 -3.596
H -5.092 4.268 -2.660
H 4.280 -2.706 7.877
H -5.937 -0.546 -0.300
H 1.852 -0.207 -1.712

Record 2
Entry from the OMol25 dataset: a structure of composition C19H25ClN2O6 (ωB97M-V/def2-TZVPD).

Results
HOMO level = -8.7 eV
Net charge = 0
E_LUMO = 0.2 eV
Spin multiplicity = 1

Atoms and positions in Å:
Cl 3.722 2.264 1.274
O 2.851 -2.716 -0.439
O -1.688 -1.449 0.280
O 4.447 -0.845 0.839
O -2.553 -0.337 2.060
O -0.667 3.827 -2.464
O -3.627 -3.643 -0.261
N -0.840 1.603 -1.805
N -1.483 2.972 -0.445
C -1.684 1.034 0.203
C 4.130 -3.360 -0.423
C -5.045 -1.667 -0.044
C -0.796 0.461 -0.935
C -2.364 -3.778 0.044
C -1.759 4.582 0.036
C -4.112 -2.633 -0.983
C 2.647 0.830 0.394
C -0.912 3.018 -1.550
C -2.033 2.223 0.378
C 1.400 1.212 0.160
C 2.437 -1.321 -0.192
C 1.105 -1.039 -0.523
C -1.937 -2.864 0.929
C -2.834 2.490 1.697
C 0.753 0.290 -0.615
C 4.941 -2.491 -1.651
C -2.073 -0.287 0.903
C 3.111 -0.355 0.530
H 1.091 2.178 -0.011
H -1.100 -3.110 1.626
H -5.030 -2.975 -1.722
H 4.067 -4.224 -0.451
H -4.311 -1.147 0.554
H 4.929 -1.609 -1.453
H -1.211 5.069 -0.605
H -2.108 -4.881 0.537
H -2.252 3.231 2.253
H -3.403 -2.000 -1.553
H 4.797 0.040 1.234
H -5.886 -2.164 0.291
H -2.892 1.592 2.209
H -1.731 -3.744 -0.798
H -1.413 4.852 1.214
H -2.824 -2.637 2.003
H -1.166 -0.334 -1.279
H 0.581 -1.699 -1.397
H -5.484 -0.840 -0.810
H -2.923 4.891 0.165
H -3.665 2.951 1.379
H 5.905 -2.988 -1.677
H 4.425 -2.948 -2.472
H -0.270 1.335 -2.764
H 4.584 -2.924 0.385

Record 3
Entry from the OMol25 dataset: a structure of composition C3H6N2O2S (ωB97M-V/def2-TZVPD).

Results
HOMO level = -9.0 eV
Net charge = 0
E_LUMO = -0.6 eV
Spin multiplicity = 1

Atoms and positions in Å:
S -2.169 -1.455 0.357
O 0.673 -1.824 -0.460
O 0.168 1.605 0.377
N -2.267 1.188 -0.315
N 0.754 -0.583 0.155
C 2.214 -0.244 0.213
C -0.078 0.482 0.029
C -1.526 0.139 -0.037
H 2.721 -1.419 -0.052
H -1.622 2.006 -0.494
H -0.485 -1.955 -0.203
H 2.416 0.245 1.507
H 2.393 0.631 -0.844
H -3.193 1.185 -0.234

Record 4
Entry from the OMol25 dataset: a cluster of 11 separate species, C19H59N21O11 in total (ωB97M-V/def2-TZVPD).

Results
Structure (SMILES) = CC1(C)CCCC(C)(C)N1O.NC(N)=O.NC(N)=O.NC(N)=O.NC(N)=O.NC(N)=O.NC(N)=O.NC(N)=O.NC(N)=O.NC(N)=O.NC(N)=O
HOMO level = -8.5 eV
Net charge = 0
E_LUMO = -0.4 eV
Spin multiplicity = 1

Atoms and positions in Å:
O 2.421 -3.392 -0.281
O -3.767 2.031 -1.335
O -0.477 6.385 1.418
O -2.527 7.242 -0.906
O -0.957 1.335 1.378
O 3.165 0.080 -2.029
O -1.157 0.943 -4.395
O -3.087 1.156 4.177
O 4.699 -1.176 3.679
O -6.293 3.327 1.286
O 3.786 3.743 0.708
N 3.859 3.279 2.931
N -1.725 0.756 5.917
N -4.313 1.190 -3.342
N -1.096 0.057 3.863
N -1.837 4.770 2.276
N -2.581 6.119 -2.905
N 5.098 -0.452 -0.972
N -0.960 2.090 -0.743
N 0.774 0.347 -3.463
N 0.931 1.160 0.197
N -4.262 2.252 1.411
N 0.452 2.541 -4.147
N -5.189 2.961 3.300
N 2.563 -1.151 2.893
N 4.291 -1.823 -2.590
N 4.146 -2.334 1.820
N -2.833 5.029 -0.939
N -5.962 1.543 -1.796
N -0.171 4.234 0.845
N 1.349 -4.315 -0.220
N 3.762 1.570 1.419
C -0.733 -6.136 -0.957
C -0.801 5.200 1.521
C 0.197 -3.303 -2.218
C 2.260 -5.873 -2.002
C -0.370 1.482 0.285
C 1.762 -5.697 -0.550
C 0.560 -6.606 -0.287
C -4.641 1.580 -2.098
C -2.764 6.222 -1.546
C -0.405 -2.460 0.008
C 3.775 2.916 1.611
C -0.011 1.253 -4.074
C 2.900 -6.095 0.388
C 4.114 -0.679 -1.890
C 0.115 -3.678 -0.751
C -5.382 2.833 1.968
C 3.847 -1.598 2.901
C -2.024 0.711 4.606
C -1.019 -4.677 -0.578
H -2.518 7.029 -3.329
H 3.527 4.237 2.891
H -0.176 -0.064 4.244
H -0.511 3.287 0.907
H 5.181 -2.285 -2.652
H -2.181 1.305 6.623
H 1.669 0.552 -3.033
H 3.063 -6.602 -2.121
H 3.474 -2.711 1.172
H 5.232 0.481 -0.626
H 2.358 -0.581 3.698
H -1.872 -4.358 -1.187
H -0.836 0.404 6.226
H 0.399 -6.702 0.790
H -1.587 -6.664 -0.538
H 1.097 -2.716 -2.436
H 1.291 0.801 1.063
H -4.381 2.495 3.670
H -4.195 2.078 0.412
H 5.822 -1.147 -0.952
H 1.515 -6.036 -2.781
H 0.950 -7.585 -0.579
H 5.091 -2.681 1.816
H 0.204 -1.547 0.006
H 3.684 -1.964 -3.382
H -1.970 2.200 -0.758
H -2.561 4.975 0.029
H -2.222 5.243 -3.226
H 1.381 2.705 -4.494
H -0.317 3.175 -4.284
H -0.628 -2.696 1.051
H -0.598 -6.184 -2.038
H -2.298 5.563 2.696
H 0.383 -0.558 -3.275
H -1.120 0.406 2.900
H 2.580 -6.118 1.429
H 2.776 -4.980 -2.376
H -0.609 -2.610 -2.460
H 1.902 -1.800 2.494
H 3.948 1.051 2.259
H 1.378 1.237 -0.702
H -5.912 3.091 3.987
H -3.068 4.202 -1.459
H 0.688 4.448 0.371
H 0.190 -4.178 -2.867
H 3.534 2.617 3.613
H -3.571 1.725 -3.762
H 2.610 -3.315 -1.230
H -2.125 3.822 2.437
H 3.764 1.362 0.436
H -5.081 0.819 -3.871
H 3.267 -7.089 0.131
H -0.568 2.314 -1.644
H -6.343 1.848 -0.913
H -1.541 -4.654 0.382
H -1.308 -1.960 -0.352
H -3.641 1.808 2.064
H 3.742 -5.418 0.245
H -6.447 1.034 -2.510

Number 1: calculated total energy -33531.677 eV. Number 2: calculated total energy -47879.397 eV. Number 3: calculated total energy -21113.481 eV. Number 4: calculated total energy -74483.057 eV.